# 1
The following is a DFT calculation (wB97M-V/def2-TZVPD) of a molecular structure, CCuF3NO2S2.

ORCA input file:
```
! wB97M-V def2-TZVPD RIJCOSX def2/J DEFGRID3
* xyz 0 2
Cu -1.93 0.28 2.09
N -0.95 -0.42 0.71
S -0.75 -2.02 1.47
S 0.29 0.51 0.42
O 1.62 0.21 0.95
O -0.29 1.87 0.63
C 0.49 0.29 -1.42
F 1.42 1.12 -1.86
F 0.83 -0.97 -1.67
F -0.66 0.56 -2.03
*
```

Calculated values
**HOMO (alpha / beta)**: -9.39 / -9.21 eV
**Kohn-Sham gap (alpha / beta)**: 7.5 / 6.9 eV
**⟨S²⟩**: 0.76
**Lowest unoccupied orbital energy (alpha / beta)**: -1.84 / -2.27 eV

---

# 2
The following is a DFT calculation (wB97M-V/def2-TZVPD) of C14H14FNO2S in the gas phase.

ORCA input file:
```
! wB97M-V def2-TZVPD RIJCOSX def2/J DEFGRID3
* xyz 0 1
C 1.65 -2.30 3.24
C 1.60 -1.34 2.10
C 0.85 -0.18 2.13
C 0.84 0.68 1.04
S -0.19 2.13 1.10
O 0.36 3.13 0.24
O -0.47 2.49 2.46
N -1.64 1.52 0.47
C -1.55 1.18 -0.90
C -1.55 2.17 -1.88
C -1.40 1.83 -3.21
C -1.25 0.51 -3.57
C -1.27 -0.48 -2.60
C -1.42 -0.16 -1.26
C -1.47 -1.26 -0.23
C 1.58 0.42 -0.09
C 2.34 -0.73 -0.15
C 2.33 -1.59 0.94
F 3.07 -2.71 0.87
H 1.03 -1.95 4.06
H 2.67 -2.43 3.59
H 1.29 -3.28 2.93
H 0.26 0.08 2.99
H -2.36 2.20 0.67
H -1.65 3.20 -1.58
H -1.40 2.61 -3.97
H -1.13 0.24 -4.61
H -1.16 -1.52 -2.89
H -1.71 -0.85 0.74
H -0.51 -1.77 -0.17
H -2.23 -1.99 -0.52
H 1.56 1.13 -0.91
H 2.93 -0.98 -1.02
*
```

Calculated values
**HOMO**: -9.19 eV
**Kohn-Sham gap**: 9.8 eV
**SMILES**: Cc1cc(S(=O)(=O)Nc2ccccc2C)ccc1F
**Lowest unoccupied orbital energy**: 0.64 eV

---

# 3
The following is a DFT calculation (wB97M-V/def2-TZVPD) of a molecular structure, C16H21N2O2Sn.

ORCA input file:
```
! wB97M-V def2-TZVPD RIJCOSX def2/J DEFGRID3
* xyz 1 1
Sn -1.15 0.74 -1.16
C -5.27 -0.98 -0.59
C -3.86 -0.67 -0.23
O -3.10 -0.24 -1.13
C -3.43 -0.86 1.12
C -2.22 -0.54 1.67
C -1.97 -0.82 3.11
N -1.19 0.04 0.93
N -0.13 0.31 1.67
C 0.85 0.96 0.98
O 0.72 1.23 -0.24
C 2.05 1.34 1.72
C 2.21 0.96 3.06
C 3.35 1.33 3.74
C 4.33 2.08 3.10
C 4.17 2.47 1.78
C 3.04 2.10 1.08
H -5.87 -0.08 -0.42
H -5.68 -1.78 0.02
H -5.34 -1.23 -1.65
H -4.15 -1.29 1.79
H -2.86 -1.25 3.56
H -1.69 0.09 3.65
H -1.13 -1.51 3.22
H 1.44 0.38 3.54
H 3.48 1.03 4.78
H 5.22 2.37 3.65
H 4.94 3.05 1.29
H 2.90 2.38 0.05
C 1.70 0.22 -3.22
C 0.46 -0.60 -3.53
C 0.83 -1.91 -4.23
C -0.35 -0.93 -2.29
H 2.26 0.42 -4.13
H 2.36 -0.31 -2.53
H 1.46 1.19 -2.76
H -0.18 -0.03 -4.21
H 1.45 -2.53 -3.58
H 1.41 -1.71 -5.14
H -0.05 -2.49 -4.51
H 0.24 -1.40 -1.49
H -1.25 -1.50 -2.48
*
```

Calculated values
**HOMO (alpha / beta)**: -11.62 / -11.85 eV
**Kohn-Sham gap (alpha / beta)**: 6.2 / 6.3 eV
**Energy above the lowest of the compared OMol25 structures with the same formula, charge and spin**: 0.000 eV
**Lowest unoccupied orbital energy (alpha / beta)**: -5.47 / -5.58 eV